No. 1
This record from OMol25 describes a molecular structure, C27H21BaN4O4. The level of theory is wB97M-V/def2-TZVPD.

```
! wB97M-V def2-TZVPD RIJCOSX def2/J DEFGRID3
* xyz -1 1
Ba 0.40 -0.62 -0.15
O -1.83 2.69 -3.28
C -1.28 2.01 -2.26
O -0.25 1.39 -2.39
C -2.05 2.10 -0.99
C -3.28 2.73 -0.90
C -3.96 2.66 0.31
C -3.38 1.99 1.37
C -2.13 1.39 1.18
N -1.49 1.45 0.02
C -1.45 0.62 2.31
O -1.94 0.72 3.43
O -0.43 -0.05 1.95
H -1.27 2.54 -4.04
H -3.71 3.23 -1.76
H -4.94 3.10 0.42
H -3.86 1.88 2.32
C 4.05 0.80 -0.68
N 3.19 -0.37 -0.63
C 3.74 -1.51 -0.89
C 3.09 -2.77 -0.87
C 3.69 -4.01 -1.15
C 2.69 -4.97 -1.00
C 1.53 -4.26 -0.65
N 1.76 -2.95 -0.56
C 4.56 1.19 0.70
C 5.92 1.27 0.96
C 6.37 1.62 2.23
C 5.47 1.87 3.25
C 4.10 1.78 2.99
C 3.66 1.45 1.73
H 3.48 1.64 -1.09
H 4.91 0.64 -1.34
H 4.80 -1.54 -1.17
H 4.73 -4.17 -1.42
H 2.78 -6.04 -1.14
H 0.55 -4.67 -0.46
H 6.63 1.06 0.17
H 7.44 1.67 2.42
H 5.82 2.13 4.24
H 3.39 1.97 3.78
H 2.59 1.37 1.54
C -1.98 -2.02 -1.29
C -3.19 -1.43 -0.90
C -3.96 -0.62 -1.81
C -5.13 -0.02 -1.43
C -5.63 -0.15 -0.12
C -4.89 -0.94 0.79
C -3.73 -1.55 0.42
C -6.80 0.55 0.29
N -7.73 1.13 0.63
H -1.75 -2.04 -2.35
H -1.59 -2.84 -0.71
H -3.60 -0.51 -2.83
H -5.68 0.58 -2.14
H -5.26 -1.05 1.81
H -3.18 -2.14 1.15
*
```

Computed properties:
Calculated total energy, eV: -43188.753
Frontier orbital gap, eV: 5.5932


No. 2
This record from OMol25 describes C19H34N2O4 in the gas phase. The level of theory is wB97M-V/def2-TZVPD.

```
! wB97M-V def2-TZVPD RIJCOSX def2/J DEFGRID3
* xyz 0 1
C 4.23 -4.98 -1.10
C 3.91 -3.61 -1.68
H 4.28 -3.52 -2.71
H 4.34 -2.82 -1.06
O 2.50 -3.41 -1.78
C 1.87 -2.99 -0.69
O 2.40 -2.74 0.37
C 0.37 -2.88 -0.92
N -0.19 -2.09 0.14
C -1.26 -1.29 -0.03
O -1.87 -1.22 -1.08
C -1.68 -0.47 1.19
N -2.08 0.83 0.70
C -1.38 1.96 0.97
O -0.53 1.99 1.84
C -1.82 3.15 0.12
C -1.40 2.93 -1.34
C 0.12 3.00 -1.48
C 0.63 4.36 -1.02
C 0.26 4.56 0.45
C -1.25 4.47 0.65
H -1.48 4.56 1.71
H -1.74 5.29 0.12
H 0.73 3.79 1.06
H 0.61 5.54 0.80
C 2.13 4.55 -1.27
C 3.04 3.53 -0.58
H 4.08 3.76 -0.79
H 2.84 2.52 -0.95
H 2.89 3.54 0.49
H 2.42 5.55 -0.94
H 2.31 4.50 -2.35
H 0.12 5.14 -1.61
H 0.57 2.21 -0.88
H 0.39 2.83 -2.53
H -1.76 1.97 -1.71
H -1.86 3.72 -1.95
H -2.92 3.19 0.17
H -2.70 0.80 -0.10
H -0.83 -0.31 1.87
C -2.83 -1.17 1.94
C -2.41 -2.55 2.43
H -1.54 -2.47 3.08
H -2.16 -3.20 1.59
H -3.22 -3.01 2.99
C -3.28 -0.30 3.12
H -2.47 -0.18 3.83
H -3.58 0.69 2.77
H -4.12 -0.76 3.62
H -3.66 -1.28 1.24
H 0.34 -2.06 1.00
C -0.24 -4.29 -0.95
H -0.06 -4.80 0.00
H 0.21 -4.87 -1.76
H -1.31 -4.21 -1.12
H 0.17 -2.38 -1.88
H 3.87 -5.05 -0.08
H 5.31 -5.13 -1.10
H 3.77 -5.76 -1.70
*
```

Computed properties:
Energy relative to the best compared isomer or geometry (same formula, charge and spin), eV: 0.081
Calculated total energy, eV: -31427.616
Frontier orbital gap, eV: 10.1013
Structure (SMILES): CCOC(=O)[C@@H](C)NC(=O)[C@@H](NC(=O)[C@H]1CC[C@@H](CC)CC1)C(C)C